(1)
18
Properties=species:S:1:pos:R:3:lowdin_charge:R:1 method="wB97M-V/def2-TZVPD" orbital_gap_ev=7.793 homo_energy_ev=-7.593 e_tot_ev=-29061.2322
C -0.587 1.521 -0.036 -0.446
C -2.170 1.022 1.646 -0.050
C -1.475 -0.701 -0.154 -0.098
C 3.372 -1.038 -1.470 -0.380
C -1.783 0.708 0.176 -0.496
O 2.192 0.179 0.412 -0.987
S 0.955 1.508 -0.034 1.022
S 2.400 -1.380 0.045 0.732
H -1.396 0.648 2.290 0.086
H -2.324 2.033 1.914 0.074
H -2.955 0.409 1.924 0.055
H -0.639 -1.141 0.247 0.018
H -1.301 -0.760 -1.258 0.105
H -2.302 -1.440 0.090 0.109
H 4.286 -1.681 -1.515 0.044
H 3.638 0.007 -1.420 0.017
H 2.640 -1.074 -2.300 0.028
H -2.551 1.177 -0.558 0.165

---

(2)
9
Properties=species:S:1:pos:R:3:lowdin_charge:R:1 method="wB97M-V/def2-TZVPD" orbital_gap_ev=8.065 homo_energy_ev=-3.582 total_charge=-1 smiles="CNC(=O)[O-]" e_tot_ev=-7724.7394
C -0.099 -1.048 -0.312 -0.219
N -0.641 0.185 0.166 -0.059
C 0.432 1.386 0.232 -0.727
O 0.654 1.765 1.394 -0.092
O 0.779 1.861 -0.874 -0.094
H -0.069 -1.940 0.418 0.075
H 0.772 -0.847 -0.981 0.078
H -0.780 -1.480 -1.054 0.030
H -1.048 0.118 1.010 0.009

---

(3)
132
Properties=species:S:1:pos:R:3:lowdin_charge:R:1 method="wB97M-V/def2-TZVPD" orbital_gap_ev=6.940 homo_energy_ev=-8.222 e_tot_ev=-160986.3739
C -0.934 -2.821 0.226 -0.064
C -0.569 -1.250 0.411 -0.071
C -1.475 -0.099 -0.142 -0.068
C -2.789 -0.572 -0.965 -0.116
C -2.214 -1.237 -2.341 -0.645
O -1.006 -1.171 -2.685 -0.013
Br -3.416 -2.228 -3.614 0.787
C -1.132 1.448 0.083 -0.035
C -2.094 2.634 -0.453 -0.094
C -3.517 2.595 0.343 -0.257
O -4.387 3.713 0.007 -0.269
Si -6.067 3.255 -0.030 0.461
C -6.714 2.426 1.568 -0.207
C -6.562 2.161 -1.522 -0.200
C -7.078 4.908 -0.225 -0.192
C 0.193 1.745 0.854 -0.010
C 0.732 3.232 1.138 -0.161
O 1.220 3.821 -0.098 -0.123
C 2.641 3.757 -0.209 -0.197
C 3.675 4.284 0.825 -0.009
C 5.206 4.194 0.584 -0.068
C 5.837 3.592 -0.732 -0.074
C 4.782 3.052 -1.781 -0.075
C 3.226 3.127 -1.536 0.009
C 1.101 0.566 1.414 -0.186
N 2.357 0.648 2.137 -0.245
S 2.900 -0.953 2.438 0.971
N 1.679 -1.964 1.762 -0.213
C 0.770 -0.966 1.220 -0.236
H -0.689 -3.360 1.209 0.079
H -0.396 -3.261 -0.682 0.093
H -2.077 -2.922 0.081 0.082
H -3.405 0.341 -1.328 0.107
H -3.452 -1.293 -0.377 0.122
H -1.600 3.631 -0.141 0.107
H -2.218 2.619 -1.589 0.130
H -3.265 2.631 1.475 0.135
H -4.092 1.615 0.181 0.088
H -7.847 2.653 1.683 0.056
H -6.214 2.828 2.532 0.043
H -6.653 1.267 1.540 0.052
H -6.115 1.101 -1.499 0.034
H -6.306 2.742 -2.483 0.050
H -7.710 2.032 -1.488 0.056
H -7.728 4.853 -1.186 0.044
H -6.357 5.793 -0.300 0.034
H -7.810 5.056 0.652 0.038
H -0.097 3.943 1.529 0.131
H 1.505 3.156 1.976 0.114
H 3.283 4.751 1.801 0.106
H 5.964 4.587 1.353 0.077
H 6.970 3.556 -0.925 0.082
H 5.229 2.627 -2.758 0.083
H 2.573 2.714 -2.375 0.092
C -5.923 -2.166 -6.828 -0.157
O -6.014 -2.918 -5.626 -0.157
H -6.715 -2.488 -7.505 0.085
H -6.046 -1.102 -6.607 0.079
H -4.954 -2.339 -7.300 0.039
H -5.303 -2.616 -5.043 -0.073
C -7.450 1.987 5.637 -0.161
O -6.898 1.169 4.617 -0.145
H -8.502 2.167 5.413 0.079
H -7.367 1.479 6.602 0.075
H -6.919 2.942 5.672 0.075
H -5.969 1.025 4.838 0.079
C 6.329 2.585 3.746 -0.171
O 6.395 4.000 3.741 -0.142
H 5.283 2.280 3.810 0.080
H 6.764 2.195 2.822 0.080
H 6.874 2.196 4.611 0.055
H 7.332 4.242 3.684 0.053
C 0.112 -6.404 -0.546 -0.157
O -0.378 -5.767 0.624 -0.151
H -0.734 -6.709 -1.163 0.081
H 0.738 -5.707 -1.110 0.074
H 0.694 -7.287 -0.269 0.076
H 0.390 -5.509 1.151 0.079
C -2.214 6.322 2.199 -0.161
O -2.614 5.247 3.030 -0.135
H -1.350 6.815 2.647 0.081
H -1.940 5.941 1.211 0.067
H -3.033 7.041 2.109 0.079
H -3.378 4.832 2.608 0.058
C -2.027 -2.959 -7.305 -0.159
O -1.318 -3.500 -6.202 -0.144
H -1.669 -3.432 -8.219 0.060
H -3.094 -3.157 -7.190 0.057
H -1.851 -1.882 -7.363 0.082
H -1.652 -3.066 -5.405 -0.016
C 4.016 -4.019 5.597 -0.146
O 3.530 -3.761 4.289 -0.151
H 4.112 -5.097 5.731 0.064
H 4.996 -3.551 5.724 0.065
H 3.314 -3.624 6.335 0.086
H 3.455 -2.801 4.197 -0.010
C -4.050 0.029 -9.364 -0.152
O -3.793 -1.365 -9.398 -0.145
H -3.967 0.378 -8.333 0.077
H -3.318 0.554 -9.983 0.076
H -5.060 0.227 -9.732 0.077
H -3.872 -1.647 -10.319 0.072
C 5.290 -0.578 5.511 -0.127
O 5.148 -1.259 4.272 -0.223
H 4.299 -0.316 5.884 0.093
H 5.788 -1.228 6.234 0.081
H 5.874 0.334 5.364 0.055
H 6.039 -1.480 3.964 0.088
C 2.597 -7.605 6.580 -0.161
O 3.130 -6.810 7.629 -0.137
H 2.666 -7.047 5.646 0.072
H 3.172 -8.531 6.492 0.077
H 1.549 -7.835 6.788 0.077
H 3.058 -7.325 8.443 0.076
C 9.841 3.099 5.398 -0.145
O 9.443 3.714 4.181 -0.135
H 9.614 3.774 6.224 0.086
H 9.294 2.163 5.535 0.071
H 10.916 2.903 5.376 0.079
H 9.655 3.097 3.468 0.088
C -0.969 -3.218 -11.076 -0.157
O -1.802 -2.307 -11.779 -0.133
H -1.595 -3.859 -10.455 0.071
H -0.415 -3.835 -11.788 0.077
H -0.274 -2.665 -10.440 0.081
H -1.225 -1.753 -12.320 0.080
C 6.092 -2.965 0.529 -0.158
O 6.135 -3.460 1.859 -0.130
H 6.742 -3.578 -0.097 0.078
H 5.069 -3.019 0.149 0.076
H 6.444 -1.930 0.510 0.075
H 5.552 -2.902 2.391 0.030

---

(4)
53
Properties=species:S:1:pos:R:3:lowdin_charge:R:1 method="wB97M-V/def2-TZVPD" orbital_gap_ev=7.916 homo_energy_ev=-5.413 total_charge=-1 e_tot_ev=-34394.0127
C 0.027 -2.223 0.889 -0.085
C -0.068 -0.885 0.233 -0.530
C -1.526 -0.655 -0.311 -0.044
O 0.149 0.166 1.156 -0.354
H 1.021 -2.479 1.378 0.075
H -0.341 -3.004 0.263 0.061
H -0.730 -2.348 1.713 0.101
H 0.720 -0.868 -0.518 0.086
H -1.667 0.338 -0.782 0.058
H -2.295 -0.709 0.503 0.073
H -1.752 -1.470 -1.028 0.081
O -1.795 2.981 -1.341 -0.033
H -2.500 2.480 -1.006 -0.030
H -1.328 3.239 -0.530 0.036
O 3.056 -2.282 -0.817 -0.063
H 3.077 -1.324 -0.695 -0.003
H 2.448 -2.624 -0.145 0.002
O 1.582 -1.550 -3.125 -0.065
H 0.810 -1.577 -3.710 0.058
H 1.243 -1.991 -2.317 0.040
O 0.673 0.935 -2.609 -0.062
H 1.146 0.096 -2.464 -0.004
H 0.693 1.416 -1.784 -0.009
O -4.234 0.691 0.754 -0.018
H -4.468 0.718 -0.144 -0.009
H -5.092 0.716 1.145 0.045
O 2.611 -0.607 2.052 -0.042
H 1.823 -0.529 1.557 -0.050
H 2.852 -1.527 2.064 -0.041
O 0.278 -0.890 3.807 -0.062
H 0.104 -0.565 2.920 -0.023
H 1.119 -1.275 3.654 -0.019
O -4.414 1.569 -2.178 -0.063
H -3.568 1.224 -2.480 -0.012
H -4.901 1.471 -3.012 0.050
O -1.971 0.809 -3.542 -0.067
H -1.225 0.735 -2.954 -0.022
H -1.828 1.513 -4.186 0.059
O 1.219 2.468 -0.267 -0.041
H 0.793 3.202 0.144 0.047
H 0.877 1.658 0.118 0.009
O 0.726 2.325 2.870 -0.067
H -0.069 2.054 3.357 0.035
H 0.879 1.657 2.213 -0.032
O -1.959 1.606 1.779 -0.115
H -1.136 1.167 1.540 -0.053
H -2.506 0.849 1.413 -0.003
O 3.451 -3.227 1.932 -0.071
H 4.426 -3.313 1.771 0.091
H 3.370 -3.188 2.899 0.064
O 3.242 0.668 -0.853 -0.045
H 4.156 0.848 -0.567 0.067
H 2.778 1.495 -0.745 -0.001

---

(5)
228
Properties=species:S:1:pos:R:3:lowdin_charge:R:1 method="wB97M-V/def2-TZVPD" orbital_gap_ev="1.229 / 8.394" homo_energy_ev="0.515 / -6.710" total_charge=-1 e_tot_ev=-109307.3030 multiplicity=2
C 0.046 0.361 -4.582 -0.069
O 0.608 0.329 -3.232 -0.223
C 0.560 1.586 -2.565 -0.218
C 1.422 1.346 -1.371 -0.201
N 0.815 0.545 -0.301 -0.015
C 1.721 0.313 0.832 -0.184
C 0.972 0.021 2.142 -0.217
O 0.927 1.134 3.029 -0.235
C -0.008 2.159 2.713 -0.098
H -0.952 0.799 -4.605 0.080
H 0.029 -0.633 -5.028 0.059
H 0.763 0.900 -5.201 0.077
H -0.476 1.821 -2.318 0.112
H 0.875 2.370 -3.253 0.107
H 1.529 2.341 -0.939 0.101
H 2.352 0.897 -1.717 0.105
H 0.633 -0.352 -0.730 0.094
H 2.370 1.147 1.100 0.116
H 2.468 -0.468 0.692 0.082
H 1.383 -0.851 2.651 0.086
H -0.049 -0.298 1.929 0.105
H -0.038 2.964 3.448 0.086
H -0.987 1.680 2.718 0.069
H 0.116 2.543 1.701 0.056
C 4.241 -1.757 -2.092 -0.129
O 4.144 -2.787 -3.020 -0.202
C 2.781 -3.299 -3.209 -0.153
C 2.827 -4.534 -4.162 -0.203
N 3.451 -4.264 -5.437 -0.045
C 2.547 -3.455 -6.276 -0.221
C 3.382 -2.814 -7.398 -0.186
O 4.356 -1.781 -7.046 -0.185
C 3.854 -0.853 -6.102 -0.107
H 5.247 -1.344 -2.008 0.088
H 3.994 -2.113 -1.093 0.065
H 3.556 -0.930 -2.278 0.070
H 2.265 -2.481 -3.712 0.098
H 2.280 -3.502 -2.263 0.097
H 1.808 -4.908 -4.257 0.100
H 3.400 -5.389 -3.804 0.111
H 4.264 -3.708 -5.210 0.097
H 1.941 -2.711 -5.758 0.088
H 1.866 -4.141 -6.780 0.118
H 2.674 -2.485 -8.159 0.108
H 3.964 -3.618 -7.850 0.116
H 4.603 -0.068 -5.993 0.083
H 3.739 -1.361 -5.145 0.069
H 2.951 -0.368 -6.474 0.091
C -1.027 -3.064 -3.825 -0.067
O -0.259 -3.973 -3.006 -0.210
C -1.001 -4.454 -1.904 -0.203
C -0.243 -5.621 -1.180 -0.192
N -0.428 -6.848 -1.968 -0.058
C 0.482 -7.851 -1.460 -0.204
C 0.186 -8.343 -0.014 -0.236
O 0.850 -7.667 1.022 -0.195
C 0.492 -8.112 2.331 -0.107
H -2.054 -3.352 -4.050 0.089
H -0.568 -2.947 -4.807 0.074
H -0.978 -2.122 -3.277 0.076
H -2.027 -4.718 -2.162 0.122
H -1.024 -3.683 -1.134 0.104
H -0.625 -5.806 -0.176 0.104
H 0.808 -5.345 -1.088 0.109
H -0.124 -6.588 -2.895 0.099
H 1.524 -7.533 -1.504 0.120
H 0.299 -8.806 -1.953 0.111
H 0.437 -9.404 0.020 0.111
H -0.879 -8.333 0.216 0.120
H 1.034 -8.992 2.676 0.085
H -0.568 -8.201 2.569 0.090
H 0.864 -7.367 3.034 0.056
C -2.440 -0.401 -0.713 -0.086
O -3.660 0.094 -1.281 -0.199
C -4.087 -0.631 -2.452 -0.186
C -5.164 0.216 -3.247 -0.180
N -5.564 -0.464 -4.462 -0.078
C -6.795 0.085 -5.077 -0.177
C -7.224 -0.847 -6.222 -0.200
O -7.610 -2.160 -5.810 -0.200
C -8.823 -2.293 -5.151 -0.125
H -1.636 0.190 -1.152 0.058
H -2.292 -1.464 -0.903 0.071
H -2.314 -0.239 0.358 0.081
H -4.456 -1.619 -2.175 0.117
H -3.172 -0.784 -3.025 0.097
H -4.669 1.170 -3.427 0.120
H -6.015 0.318 -2.574 0.114
H -5.749 -1.418 -4.188 0.114
H -6.724 1.069 -5.543 0.124
H -7.575 0.045 -4.317 0.099
H -6.428 -0.968 -6.956 0.117
H -8.071 -0.366 -6.711 0.114
H -9.646 -2.084 -5.834 0.089
H -8.939 -1.559 -4.353 0.073
H -8.710 -3.274 -4.689 0.099
C -5.561 7.425 -0.660 -0.099
O -5.766 7.167 0.731 -0.187
C -4.633 6.881 1.464 -0.266
C -4.873 6.058 2.742 -0.202
N -5.531 4.815 2.380 -0.066
C -5.468 3.806 3.458 -0.192
C -4.063 3.266 3.764 -0.265
O -4.227 2.489 4.894 -0.178
C -3.007 2.161 5.574 -0.090
H -6.303 8.163 -0.965 0.082
H -5.553 6.541 -1.298 0.074
H -4.593 7.893 -0.835 0.077
H -4.195 7.845 1.722 0.110
H -3.906 6.299 0.898 0.098
H -5.541 6.609 3.405 0.112
H -3.932 5.843 3.248 0.099
H -6.477 4.844 2.029 0.106
H -6.006 2.931 3.094 0.116
H -5.927 4.126 4.393 0.113
H -3.309 4.036 3.928 0.101
H -3.670 2.725 2.904 0.121
H -3.063 1.254 6.176 0.079
H -2.720 2.987 6.226 0.086
H -2.157 1.953 4.924 0.059
C -0.737 -1.006 4.677 -0.060
O -1.289 -1.213 6.019 -0.188
C -0.586 -0.527 7.030 -0.238
C -0.948 -1.067 8.418 -0.189
N -0.489 -0.070 9.386 -0.081
C -0.573 -0.567 10.686 -0.244
C 0.346 0.252 11.711 -0.184
O -0.007 -0.252 12.995 -0.191
C 0.915 0.078 13.982 -0.146
H 0.318 -1.263 4.576 0.074
H -0.844 0.041 4.393 0.064
H -1.269 -1.654 3.981 0.080
H -0.924 0.508 6.976 0.107
H 0.488 -0.494 6.845 0.105
H -0.548 -2.069 8.571 0.112
H -2.015 -1.281 8.491 0.123
H 0.456 0.262 9.253 0.110
H -0.126 -1.554 10.804 0.104
H -1.610 -0.756 10.963 0.123
H 0.097 1.313 11.670 0.118
H 1.386 0.096 11.425 0.116
H 1.908 -0.332 13.794 0.086
H 0.659 -0.061 15.032 0.084
H 1.023 1.162 14.007 0.079
C 2.132 4.950 1.638 -0.089
C 2.544 5.756 0.376 -0.496
C 3.283 4.926 -0.673 -0.073
O 1.356 6.251 -0.185 -0.214
H 1.742 5.697 2.329 0.034
H 2.995 4.412 2.030 0.060
H 1.385 4.176 1.465 0.043
H 3.239 6.540 0.676 0.116
H 4.220 4.530 -0.282 0.073
H 3.547 5.482 -1.572 0.057
H 2.808 4.036 -1.085 0.052
H 1.010 6.979 0.336 0.039
C -2.604 4.618 -2.425 -0.054
C -1.524 5.025 -1.390 -0.501
C -1.724 4.335 -0.019 -0.043
O -0.233 4.859 -1.894 -0.072
H -3.621 4.931 -2.188 0.055
H -2.765 3.556 -2.241 0.057
H -2.372 4.839 -3.467 0.073
H -1.702 6.097 -1.306 0.115
H -2.769 4.498 0.244 0.057
H -1.150 4.824 0.768 0.059
H -1.535 3.262 -0.025 0.070
H 0.319 5.178 -1.176 0.025
C -2.541 1.051 -7.280 -0.048
C -2.888 -0.419 -7.199 -0.499
C -1.938 -1.402 -7.891 -0.048
O -3.086 -0.819 -5.847 -0.080
H -2.664 1.350 -8.321 0.078
H -1.521 1.222 -6.937 0.070
H -3.180 1.733 -6.720 0.077
H -3.813 -0.663 -7.721 0.117
H -1.921 -1.270 -8.973 0.080
H -2.270 -2.393 -7.581 0.078
H -0.922 -1.366 -7.496 0.064
H -3.834 -0.320 -5.509 0.032
C 2.099 -3.214 1.009 -0.045
C 1.031 -3.898 1.813 -0.500
C 1.557 -4.689 3.026 -0.040
O 0.093 -2.983 2.273 -0.056
H 2.806 -3.978 0.686 0.091
H 2.662 -2.421 1.501 0.051
H 1.654 -2.782 0.112 0.072
H 0.445 -4.600 1.219 0.107
H 0.692 -5.166 3.487 0.070
H 2.138 -4.036 3.678 0.085
H 2.164 -5.514 2.655 0.072
H -0.493 -3.532 2.799 0.084
C 5.400 -1.813 2.296 -0.069
C 6.699 -1.997 1.573 -0.493
C 7.465 -3.252 2.088 -0.054
O 6.426 -2.150 0.215 -0.048
H 4.821 -2.732 2.390 0.068
H 4.746 -1.064 1.849 0.075
H 5.574 -1.602 3.351 0.076
H 7.301 -1.092 1.659 0.138
H 7.788 -3.278 3.129 0.075
H 8.380 -3.346 1.503 0.074
H 6.945 -4.200 1.954 0.076
H 6.440 -3.099 0.073 0.086
C 3.195 0.169 5.383 -0.061
C 4.224 1.291 5.116 -0.529
C 3.754 2.227 4.013 -0.067
O 4.486 1.987 6.268 -0.042
H 3.545 -0.512 6.159 0.074
H 3.120 -0.466 4.499 0.059
H 2.165 0.478 5.556 0.062
H 5.137 0.762 4.842 0.128
H 4.569 2.890 3.720 0.072
H 2.961 2.933 4.261 0.077
H 3.406 1.613 3.183 0.057
H 3.606 2.174 6.605 0.085
C 3.847 2.440 -4.274 -0.038
C 3.156 3.725 -4.695 -0.528
C 4.028 4.945 -4.443 -0.071
O 2.665 3.784 -6.000 -0.040
H 4.251 2.437 -3.262 0.084
H 4.641 2.323 -5.011 0.081
H 3.221 1.549 -4.309 0.059
H 2.284 3.890 -4.063 0.114
H 3.582 5.914 -4.663 0.081
H 4.876 4.835 -5.120 0.076
H 4.559 4.895 -3.492 0.063
H 2.118 4.567 -6.099 0.091

---

(6)
28
Properties=species:S:1:pos:R:3:lowdin_charge:R:1 method="wB97M-V/def2-TZVPD" orbital_gap_ev=1.895 homo_energy_ev=-11.986 total_charge=+1 e_tot_ev=-75069.9575
Zn -3.885 -0.208 5.420 1.415
F -2.833 -1.292 4.156 -0.436
C -1.971 2.628 -2.284 -0.091
C -0.792 1.773 -2.669 -0.241
O -0.983 0.697 -1.728 -0.205
P 0.052 0.411 -0.551 0.462
O 0.263 1.622 0.299 -0.242
O -0.398 -1.015 0.133 -0.186
C -0.554 -0.920 1.559 -0.262
C -0.427 -2.410 1.967 -0.064
O 1.286 0.064 -1.509 -0.187
C 2.361 -0.833 -1.060 -0.211
C 3.049 -0.250 0.184 -0.074
H -2.870 2.028 -2.143 0.076
H -1.903 3.134 -1.321 0.076
H -2.231 3.482 -2.910 0.077
H -0.607 1.384 -3.670 0.126
H 0.063 2.439 -2.558 0.117
H 0.200 -0.229 1.936 0.090
H -1.427 -0.319 1.814 0.102
H -0.569 -2.769 2.986 0.062
H -1.203 -3.052 1.548 0.074
H 0.461 -2.920 1.593 0.076
H 1.907 -1.765 -0.723 0.099
H 3.050 -1.085 -1.866 0.125
H 3.671 -1.130 0.350 0.075
H 3.797 0.512 -0.033 0.080
H 2.492 0.028 1.079 0.068

---

(7)
11
Properties=species:S:1:pos:R:3:lowdin_charge:R:1 method="wB97M-V/def2-TZVPD" orbital_gap_ev=9.451 homo_energy_ev=-9.012 smiles="C#C/C(C)=N/O" e_tot_ev=-7761.7335
C 2.337 -0.113 0.137 0.153
C 1.509 -0.207 -0.741 -0.052
C 0.107 0.084 -0.469 -0.417
C -0.744 -1.067 -0.034 -0.029
N -0.179 1.323 -0.383 0.022
O -1.468 1.501 0.111 -0.073
H 2.852 0.063 1.046 0.053
H -1.428 -1.324 -0.845 0.089
H -0.125 -1.937 0.202 0.083
H -1.331 -0.784 0.843 0.081
H -1.531 2.463 0.132 0.091

---

Copy entry 2 word for word.
9
Properties=species:S:1:pos:R:3:lowdin_charge:R:1 method="wB97M-V/def2-TZVPD" orbital_gap_ev=8.065 homo_energy_ev=-3.582 total_charge=-1 smiles="CNC(=O)[O-]" e_tot_ev=-7724.7394
C -0.099 -1.048 -0.312 -0.219
N -0.641 0.185 0.166 -0.059
C 0.432 1.386 0.232 -0.727
O 0.654 1.765 1.394 -0.092
O 0.779 1.861 -0.874 -0.094
H -0.069 -1.940 0.418 0.075
H 0.772 -0.847 -0.981 0.078
H -0.780 -1.480 -1.054 0.030
H -1.048 0.118 1.010 0.009